No. 1
Computed, not measured: an isolated molecule of C7H10, with ωB97M-V/def2-TZVPD.

```
17
Properties=species:S:1:pos:R:3:forces:R:3:lowdin_charge:R:1
H -2.2951 -0.7306 0.3005 0.161 -0.018 0.075 0.078
C 1.5471 0.3965 -0.3790 0.072 0.091 -0.017 0.046
H 2.4806 0.9395 -0.5205 -0.125 -0.077 0.069 0.121
C 0.1535 0.6079 -0.9097 -0.038 0.051 -0.077 -0.302
C -1.3135 -0.8715 0.7694 -0.010 0.029 0.033 -0.070
H -1.6151 1.8421 -0.6356 0.158 -0.021 0.024 0.081
C -0.1904 -0.7768 -0.2520 -0.175 -0.174 0.027 -0.287
C -0.5510 1.8525 -0.3753 -0.036 0.053 0.038 -0.065
C 2.1636 -1.6083 0.9748 -0.435 0.023 -0.222 0.154
H -0.4685 1.9172 0.7144 -0.008 -0.016 -0.153 0.080
H 1.6840 -2.6079 1.0685 0.152 0.132 0.000 -0.008
H -1.2041 -0.1291 1.5681 -0.007 -0.117 -0.134 0.077
H -1.3067 -1.8638 1.2368 -0.008 0.172 -0.074 0.078
H -0.3287 -1.5478 -1.0216 0.024 0.118 0.106 0.138
H 0.0907 0.5865 -2.0056 0.021 -0.007 0.136 0.142
C 1.2626 -0.7677 0.2638 0.307 -0.108 0.129 -0.341
H -0.1090 2.7615 -0.7969 -0.054 -0.130 0.038 0.078
```
Forces are in eV/Å.

The LUMO energy (alpha / beta) comes out at -0.85 / -0.83 eV. The calculation puts the relative energy (zero: lowest compared OMol25 entry of this formula, charge and spin) at 4.883 eV.

No. 2
Computed, not measured: an isolated molecule of C7H10, with ωB97M-V/def2-TZVPD.

```
17
Properties=species:S:1:pos:R:3:forces:R:3:lowdin_charge:R:1
H -2.1965 1.4984 0.0341 0.143 -0.062 0.010 0.098
C -1.5130 -0.6355 -0.1020 -0.102 -0.110 0.028 -0.139
C 1.5546 -0.0124 0.8728 0.441 -0.014 -0.799 -0.083
H -0.1348 1.6567 -1.3732 -0.025 -0.253 0.008 0.133
H 0.7578 -2.0426 0.6204 -0.190 -0.264 -0.105 0.101
H -1.1795 0.9696 1.3964 -0.004 0.052 -0.209 0.106
C -0.0617 0.9622 -0.5316 0.170 0.070 -0.106 -0.247
H 2.3779 -0.1003 1.5784 -0.041 -0.109 -0.291 0.101
C 1.1939 1.1154 0.2734 0.063 0.347 0.105 -0.085
C -1.3679 0.8459 0.3253 -0.078 0.152 0.068 -0.122
H -0.1165 -0.8935 -1.8403 0.040 -0.047 0.266 0.133
C -0.1406 -0.5722 -0.7934 0.107 -0.172 0.004 -0.256
H 1.8698 1.9431 0.1942 -0.310 0.967 0.696 0.097
H 1.8551 -1.3951 -0.6219 -0.191 -0.350 0.195 0.115
H -1.5687 -1.3719 0.7069 -0.083 0.151 -0.075 0.102
H -2.3466 -0.8125 -0.7882 0.125 0.042 0.083 0.103
C 1.0167 -1.1555 0.0486 -0.066 -0.400 0.121 -0.156
```
Forces are in eV/Å.

As for the SMILES: C1=C[C@@H]2CC[C@@H]2C1. The LUMO energy comes out at 1.14 eV. The calculation puts the relative energy (zero: lowest compared OMol25 entry of this formula, charge and spin) at 1.701 eV.

No. 3
Computed, not measured: an isolated molecule of C7H10, with ωB97M-V/def2-TZVPD.

```
17
Properties=species:S:1:pos:R:3:forces:R:3:lowdin_charge:R:1
H -0.6128 2.2066 0.1962 0.003 -0.203 -0.044 0.130
H -2.2570 0.8938 -1.1222 0.043 -0.077 0.121 0.103
C 1.1890 -0.2434 0.0674 0.228 -0.174 -0.024 -0.320
C -2.0330 -0.8149 0.0597 0.005 0.105 -0.016 0.013
H -2.8678 -1.3338 -0.3990 -0.018 0.122 0.117 0.053
H 1.0432 1.1782 1.6958 -0.098 -0.061 -0.082 0.117
C 0.4132 0.4498 1.1726 0.002 -0.050 0.146 -0.106
H 2.1663 -1.9513 0.8388 -0.099 0.076 -0.087 0.058
C 0.6819 0.7486 -0.9593 0.116 0.013 -0.198 -0.099
H -0.1103 -0.1541 1.9208 0.124 0.046 -0.153 0.105
C 1.9246 -1.3402 -0.0268 -0.059 0.109 0.019 0.052
C -0.4319 1.1339 0.0675 -0.150 0.097 0.040 -0.293
H 0.3332 0.3558 -1.9198 0.111 0.051 0.138 0.114
C -1.6826 0.4059 -0.3327 -0.016 -0.161 -0.013 -0.157
H 1.4084 1.5487 -1.1333 -0.112 -0.013 0.036 0.115
H -1.4857 -1.3589 0.8249 -0.050 0.076 -0.138 0.054
H 2.3164 -1.6603 -0.9894 -0.030 0.046 0.139 0.060
```
Forces are in eV/Å.

As for the SMILES: C=CC1CC(=C)C1. The LUMO energy comes out at 1.11 eV. The calculation puts the relative energy (zero: lowest compared OMol25 entry of this formula, charge and spin) at 1.950 eV.

No. 4
Computed, not measured: an isolated molecule of C7H10, with ωB97M-V/def2-TZVPD.

```
17
Properties=species:S:1:pos:R:3:forces:R:3:lowdin_charge:R:1
C -0.3187 1.9909 -0.0086 0.127 -0.329 0.017 0.145
H -0.1677 0.6549 -2.2611 -0.146 -0.059 0.119 0.085
H 1.8820 -1.5692 0.1619 -0.156 0.057 0.008 0.103
H 0.2332 -2.1151 -0.4059 0.095 0.122 0.122 0.099
H -1.2198 -0.7195 -1.9066 -0.007 0.177 0.071 0.076
H 1.7605 1.4341 -0.2351 -0.110 -0.005 0.076 0.125
C 0.2188 -1.0760 1.5694 -0.052 0.015 0.202 -0.085
C 0.9405 1.2891 0.4851 -0.023 0.117 0.005 -0.155
H -1.9180 0.5087 0.2797 0.134 -0.013 -0.135 0.143
H -0.7366 -1.5109 1.8545 0.142 0.092 -0.090 0.103
H 1.2910 1.6915 1.4451 0.008 -0.052 -0.121 0.116
H -1.9198 0.9031 -2.1371 0.153 -0.056 0.076 0.079
C -1.0728 0.3504 -1.7205 -0.016 -0.012 -0.112 -0.059
C 0.8046 -1.4436 0.2320 0.086 -0.078 -0.169 -0.083
H 0.9089 -0.9263 2.3960 -0.106 -0.041 -0.110 0.102
C -0.9392 0.6096 -0.2116 -0.126 0.077 0.014 -0.358
C 0.2529 -0.0717 0.4628 -0.003 -0.012 0.029 -0.435
```
Forces are in eV/Å.

The LUMO energy comes out at 0.03 eV. The calculation puts the relative energy (zero: lowest compared OMol25 entry of this formula, charge and spin) at 5.078 eV.

No. 5
Computed, not measured: a 2-piece molecular cluster, C7H10BF2O9S2 overall, with ωB97M-V/def2-TZVPD.

```
31
Properties=species:S:1:pos:R:3:forces:R:3:lowdin_charge:R:1
O -3.8553 -1.7954 0.9308 -1.447 -0.092 -0.957 -0.257
C -2.5039 1.2147 2.5824 -0.507 0.729 0.400 -0.197
H -0.9619 -1.3152 0.3178 0.161 -0.301 0.044 0.101
O -3.5453 0.3453 2.0436 0.681 -0.173 -0.153 -0.200
C 1.9977 0.0690 -3.4816 -0.137 0.472 -0.549 -0.421
C -1.6883 -0.5166 0.3543 -0.051 0.773 -0.063 -0.160
H -2.2109 -0.5501 -0.5905 -0.330 -0.037 -0.142 0.112
O -2.2283 -1.6604 2.6486 1.159 0.166 1.369 -0.262
H 0.8732 0.2115 -0.1535 0.622 -0.118 0.140 0.069
H -2.2243 2.5902 0.9495 -0.450 0.053 -0.058 0.120
S -2.8777 -1.0085 1.5732 -0.039 -0.691 -0.565 0.573
C 0.5117 0.7301 0.7311 -1.368 -0.531 -0.479 -0.221
H -1.0864 1.3231 -0.4674 0.073 0.144 -0.272 0.137
S 0.9671 -0.1722 2.1834 0.475 0.829 -0.407 0.664
F 3.2789 -2.3918 -5.1710 -0.131 -0.058 0.002 0.151
C 2.3698 -0.9573 -2.4101 0.131 -0.392 0.429 -0.402
H 0.3959 -1.3881 2.0144 -0.253 0.068 0.037 0.082
F 4.9169 -1.0074 -4.4151 0.061 0.098 0.084 0.153
O 0.4230 0.4851 3.3304 -1.047 0.161 0.677 -0.334
O 1.1874 0.9508 -3.3445 -0.040 -0.044 0.154 0.110
B 3.5873 -1.3629 -4.3017 0.451 -0.268 -0.496 -1.052
H 0.9370 1.7221 0.7835 0.468 0.114 0.282 0.122
C -1.0076 0.8700 0.5103 0.168 -0.109 0.542 -0.307
O 2.3722 -0.3521 2.1848 1.354 -0.539 -0.243 -0.326
C -1.6757 1.8406 1.5054 0.425 -0.161 -0.402 -0.139
O 3.2737 -1.7650 -2.8889 -0.214 0.214 0.059 0.230
O 1.8884 -0.9962 -1.3015 -0.045 -0.159 -0.087 0.094
O 2.7049 -0.1795 -4.5577 -0.143 -0.019 0.344 0.217
H -1.8973 0.6931 3.3090 0.066 -0.377 0.007 0.097
H -0.8881 2.3777 2.0209 0.189 0.170 0.151 0.116
H -3.0341 1.9957 3.1100 -0.284 0.079 0.149 0.127
```
Forces are in eV/Å.

As for the total charge: -1. The LUMO energy comes out at 2.51 eV. The calculation puts the relative energy (zero: lowest compared OMol25 entry of this formula, charge and spin) at 0.357 eV.

No. 6
Computed, not measured: a 2-piece molecular cluster, C7H10BNO2 overall, with ωB97M-V/def2-TZVPD.

```
21
Properties=species:S:1:pos:R:3:forces:R:3:lowdin_charge:R:1
H -0.8643 -1.7141 0.6679 0.562 -0.712 0.820 0.077
H 1.4100 -0.7320 -3.0804 -2.796 -0.895 -1.092 0.032
C 1.1319 0.9546 0.4026 -0.431 -0.348 -0.321 -0.116
C 2.3906 -0.6553 -2.8285 2.059 1.827 0.785 -0.092
C 0.0879 0.9864 1.1862 0.540 -0.747 -0.945 0.217
H 2.9078 -0.2130 -3.6799 0.185 0.167 0.210 0.080
O -2.0746 1.9088 1.9570 -0.052 -0.108 0.093 0.111
C 2.3605 0.1817 -1.5695 -0.594 -1.320 -0.121 -0.128
B -1.1628 0.8476 1.9926 -0.911 1.529 1.795 -0.802
C -1.5880 -1.2184 0.0982 -1.481 0.244 1.803 0.067
H -1.5145 -1.0422 -0.8767 1.107 0.422 -3.978 0.020
C -2.8724 -0.9097 0.5094 2.016 -0.611 0.734 -0.287
H -2.2457 -0.0112 3.3457 2.392 -0.435 -0.643 0.143
N -3.7502 -0.4971 1.1084 -2.540 0.625 0.813 0.187
O -1.2811 -0.0781 3.0113 -2.261 -0.120 0.424 0.104
H 3.2874 0.6971 -1.2860 -0.812 0.357 0.053 0.113
H 1.9026 1.7150 0.4919 0.194 0.006 0.236 0.112
C 1.2804 0.0409 -0.7725 0.275 0.909 1.122 -0.106
H 2.8427 -1.5739 -2.5916 0.507 -1.464 -0.015 0.063
H -2.6675 2.0003 2.7329 0.544 -0.336 -0.882 0.114
H 0.4192 -0.6874 -0.8191 1.499 1.009 -0.891 0.091
```
Forces are in eV/Å.

The LUMO energy (alpha / beta) comes out at -0.44 / -1.43 eV. The calculation puts the relative energy (zero: lowest compared OMol25 entry of this formula, charge and spin) at 5.931 eV.

No. 7
Computed, not measured: C7H10BiClN as an isolated structure, with ωB97M-V/def2-TZVPD.

```
20
Properties=species:S:1:pos:R:3:forces:R:3:lowdin_charge:R:1
N 0.2874 0.0750 1.7217 2.285 -2.554 -0.197 -0.346
H 1.2688 -0.1208 1.8762 0.727 -0.309 0.098 -0.023
C -0.1370 1.3825 2.1992 -1.972 -1.246 -0.953 -0.489
C -0.8004 -0.7578 -1.9831 0.437 0.533 -0.342 -0.283
Bi -0.7408 -1.6285 0.6979 -0.908 4.258 0.864 1.236
H 0.5335 2.2202 1.9475 0.211 -0.436 -0.077 0.073
Cl 0.8449 -3.3566 1.3970 1.159 -0.970 0.559 -0.307
H 1.7487 1.3536 -1.4883 -0.281 -0.304 0.189 0.085
C 0.2668 -1.6638 -1.5784 0.140 0.721 0.584 -0.425
H -0.8129 1.4586 -2.2653 0.148 -0.464 0.363 0.088
H -0.3245 1.3565 3.2818 0.362 0.131 0.052 0.064
H -1.7810 -1.0693 -2.3516 0.319 0.162 0.241 0.079
C 1.4232 -0.8414 -1.2944 -0.289 0.273 -0.831 -0.221
C -1.4429 1.4451 1.5075 -1.623 0.393 -0.197 -0.236
H 2.4119 -1.2244 -1.0444 -0.367 0.136 0.128 0.084
C 1.0759 0.4965 -1.5511 0.175 -0.687 -0.083 -0.165
H 0.2701 -2.7470 -1.7025 0.036 0.301 -0.011 0.071
C -0.2815 0.5501 -1.9598 -0.139 -0.512 -0.392 -0.179
H -2.3329 1.2153 2.0893 -0.119 0.596 -0.249 -0.065
H -1.4772 1.8560 0.5005 -0.303 -0.021 0.255 -0.043
```
Forces are in eV/Å.

As for the total charge: -1. The LUMO energy (alpha / beta) comes out at 3.24 / 3.24 eV. The calculation puts the relative energy (zero: lowest compared OMol25 entry of this formula, charge and spin) at 0.472 eV.

No. 8
Computed, not measured: C7H10Br3O5 as an isolated structure, with ωB97M-V/def2-TZVPD.

```
25
Properties=species:S:1:pos:R:3:forces:R:3:lowdin_charge:R:1
O 0.7667 -3.3342 -1.1337 -0.429 -0.019 0.288 0.021
H 0.7165 4.6572 -2.6176 -0.010 0.043 -0.020 -0.039
O -0.4949 -1.5342 -0.4171 0.078 -0.263 -0.293 -0.057
H -1.1855 0.3507 -0.8604 -0.238 -0.096 -0.343 0.097
C 0.1030 4.1696 -1.8760 0.134 -0.039 0.077 -1.631
H 0.4781 0.2997 -0.3379 0.355 -0.075 0.050 0.080
C 1.6254 -1.9884 0.7454 0.763 0.398 0.797 -0.660
C 0.8152 -2.0408 -0.5628 0.091 0.480 -0.367 -0.293
H -0.7707 2.2237 0.7821 -0.121 0.131 0.059 -0.002
Br -1.0601 2.9615 -2.8197 0.023 0.003 0.063 0.581
H 0.1362 1.6679 2.1961 0.222 0.324 0.110 0.071
H -2.0052 -0.2128 1.2668 -0.305 0.061 0.212 0.105
O -1.1317 -4.3732 -0.4332 0.371 0.249 -0.161 0.079
O 1.6571 -3.0021 1.4682 -0.382 -0.186 -0.284 -0.022
H -1.6282 1.8782 2.2894 -0.036 0.285 0.254 0.060
H -0.4099 -0.5609 1.8723 0.143 -0.014 0.365 0.107
H 0.6851 -4.9739 0.1217 0.356 0.065 -0.079 0.130
C -0.7987 1.5820 1.6589 -0.284 -0.828 -0.138 -0.113
Br 1.2875 3.2527 -0.6695 0.063 0.107 -0.244 0.651
C -0.4970 -0.1443 -0.1766 -0.283 0.340 0.446 -0.254
Br -0.8971 5.5533 -0.9748 -0.001 -0.027 -0.013 0.546
C -0.9714 0.1169 1.2435 0.120 -0.036 -0.474 -0.212
H 1.3260 -1.4108 -1.2853 0.258 -0.095 -0.309 0.149
C 0.0640 -4.2590 -0.4204 -0.546 -0.556 0.215 -0.333
O 2.1896 -0.8786 0.9406 -0.341 -0.254 -0.211 -0.060
```
Forces are in eV/Å.

As for the total charge: -1. The LUMO energy comes out at 1.91 eV.